Here is C31H32BF5O2 as an isolated structure at a distorted geometry from the Open Molecules 2025 dataset. Energies are from ωB97M-V/def2-TZVPD.

Properties
Multiplicity: 1
HOMO energy: -8.2 eV
Relative energy (zero: lowest compared OMol25 entry of this formula, charge and spin): 8.6 kcal per mole

Last column: Löwdin charge in e.
Cartesian coordinates (Å):
H: 1.764 -0.230 3.687  0.10
C: -0.458 4.268 -4.525  -0.01
C: 2.337 3.362 1.856  0.00
C: 1.407 4.197 1.225  -0.14
C: 0.708 -0.152 3.955  -0.11
H: 0.777 1.829 5.044  0.11
C: 3.021 -3.212 -1.111  -0.06
C: 0.130 1.003 4.721  -0.08
C: 1.898 2.151 2.387  -0.01
C: 1.064 -1.673 -2.373  0.05
O: -0.198 -2.575 0.742  0.12
H: 1.764 4.080 -1.935  0.09
H: -0.658 4.593 0.686  0.13
C: -3.317 -3.707 -0.890  -0.02
C: 0.515 4.675 -3.590  -0.06
C: -0.039 0.664 -0.945  -0.09
F: 2.556 6.269 1.531  0.12
C: -1.295 -3.486 0.885  -0.46
C: 2.475 -2.111 -0.443  -0.03
C: 0.526 1.885 2.382  -0.22
H: 0.759 -0.251 0.844  0.13
F: 0.974 -3.264 -4.136  0.04
C: 1.544 -2.838 -2.962  -0.24
H: -0.546 -4.056 2.778  0.10
H: -1.078 0.568 2.955  0.14
H: -2.313 -4.267 2.624  0.10
C: 0.721 1.693 -1.354  -0.04
H: 0.914 5.688 -3.626  0.11
C: -1.470 -3.611 2.388  -0.01
C: 0.043 3.919 1.179  0.00
C: 2.488 -3.654 -2.343  -0.01
H: 0.050 -5.135 0.799  0.10
H: -4.022 -2.781 1.487  0.10
H: 2.608 1.438 2.827  0.12
C: -2.474 -2.834 0.025  -0.42
H: 1.678 1.876 -0.867  0.13
C: 1.420 -1.389 -1.031  -0.17
H: 2.860 -1.815 0.536  0.12
C: -0.941 2.962 -4.441  -0.24
H: -0.954 1.067 -3.391  0.12
B: -0.543 -1.804 -0.354  -0.66
O: -1.769 -1.937 -0.896  0.18
H: -4.114 -3.103 -1.342  0.10
C: 0.395 2.516 -2.489  -0.21
C: -3.421 -2.050 0.922  -0.01
H: -0.744 0.798 5.354  0.11
C: 0.469 -0.477 -0.188  -0.08
H: -1.594 -2.626 2.855  0.08
C: -0.068 0.870 3.230  -0.30
H: -1.103 0.635 -1.163  0.12
C: -0.862 -4.808 0.290  0.00
H: 0.357 -1.051 -2.919  0.13
H: -0.829 4.936 -5.292  0.11
H: -3.828 -4.476 -0.290  0.10
C: 1.877 5.491 0.638  -0.51
H: -2.904 -1.364 1.614  0.09
C: -0.541 2.073 -3.453  0.05
H: -2.747 -4.185 -1.695  0.10
H: -4.112 -1.467 0.309  0.10
C: -0.375 2.725 1.723  -0.02
H: 2.793 -4.593 -2.800  0.11
H: 3.381 3.667 1.918  0.13
H: -1.425 2.403 1.660  0.13
F: 2.745 5.242 -0.414  0.08
C: 0.981 3.787 -2.628  -0.04
H: -1.649 -5.559 0.430  0.10
H: 0.185 -1.107 4.100  0.10
H: 3.833 -3.779 -0.667  0.10
F: -1.856 2.533 -5.386  0.02
F: 0.857 6.250 0.131  0.11
H: -0.624 -4.682 -0.777  0.10

---

Here is C31H32BrGaI2N3O4S as an isolated structure at a distorted geometry from the Open Molecules 2025 dataset. Energies are from ωB97M-V/def2-TZVPD.

Properties
Multiplicity: 1
Charge: +1
HOMO energy: -10.6 eV
Relative energy (zero: lowest compared OMol25 entry of this formula, charge and spin): 26.5 kcal per mole

Last column: Löwdin charge in e.
Cartesian coordinates (Å):
Ga: 0.567 0.070 0.859  0.23
H: -4.491 -0.402 2.163  0.12
O: 2.131 -0.225 1.848  -0.18
C: -1.824 5.986 -2.753  -0.06
H: 0.537 -4.179 -2.050  0.11
H: -0.236 2.984 5.960  0.07
H: -0.753 -5.781 -0.620  0.08
H: -1.168 4.696 -1.178  0.11
H: 3.737 0.188 6.077  0.09
H: 5.560 -1.674 -2.037  0.08
I: 1.938 2.069 7.643  0.97
C: 2.982 0.459 5.350  -0.20
H: -2.645 6.390 -2.173  0.11
C: -1.576 6.460 -4.034  -0.06
C: -4.482 -1.110 1.338  -0.04
C: 0.067 4.493 -2.933  -0.22
C: -0.826 2.200 2.727  -0.08
H: 0.370 -6.648 -1.670  0.08
H: 3.506 -3.128 -0.276  0.10
C: 1.083 1.120 3.464  -0.12
C: -5.591 -2.737 -0.010  -0.07
H: -6.542 -1.655 1.594  0.11
C: -0.111 2.534 4.983  -0.01
C: 2.132 0.235 3.093  -0.39
O: 0.702 -1.614 -1.708  -0.49
C: -1.002 2.800 3.980  -0.01
H: -0.121 -3.544 0.330  0.09
C: -0.497 5.970 -4.758  -0.06
H: 5.293 -3.417 -2.139  0.08
H: -2.213 7.224 -4.461  0.11
H: 3.138 -1.297 -2.722  0.10
H: -2.323 -0.085 2.050  0.13
C: -5.633 -1.812 1.028  -0.08
I: 4.596 -1.396 3.555  0.96
C: 4.961 -2.449 -2.525  -0.09
O: -2.196 -2.484 -1.207  0.07
H: 2.053 -4.830 -1.426  0.11
H: -6.476 -3.307 -0.264  0.11
H: -1.516 2.508 -1.659  0.15
C: 3.469 -2.237 -2.279  -0.29
H: 1.523 -3.965 0.856  0.12
C: 0.912 -3.672 -0.004  -0.31
C: 3.063 -0.086 4.046  -0.63
H: 5.182 -2.422 -3.592  0.08
Br: 2.075 1.394 -0.905  1.06
C: -2.122 -0.438 1.036  -0.34
H: 0.755 -6.429 0.038  0.08
C: -0.669 2.060 -1.148  -0.12
H: 3.674 -1.376 -0.283  0.08
N: -0.849 1.177 -0.250  -0.04
C: 0.325 5.002 -4.206  -0.03
O: -0.886 -1.058 0.998  -0.15
H: -1.407 -1.997 -0.928  0.05
C: 0.982 3.471 -2.393  -0.07
C: 1.006 -4.638 -1.178  -0.28
H: -4.376 -3.656 -1.536  0.12
N: -2.071 0.787 0.152  0.06
C: 0.658 2.479 -1.573  -0.54
H: -1.841 3.463 4.141  0.12
C: -3.294 -1.294 0.630  -0.11
C: -4.424 -2.940 -0.724  0.00
H: -2.840 0.916 -0.492  0.16
H: 1.167 4.619 -4.773  0.12
H: -0.290 6.350 -5.751  0.11
C: -3.272 -2.220 -0.423  -0.25
C: 3.182 -2.215 -0.782  -0.32
C: -1.004 5.012 -2.202  -0.05
C: 1.976 1.311 5.702  -0.67
H: -1.524 2.382 1.917  0.11
H: 2.015 3.534 -2.721  0.12
H: 2.887 -3.021 -2.764  0.10
S: 1.420 -2.013 -0.443  0.88
N: 0.179 1.388 2.476  0.10
C: 0.983 1.670 4.754  -0.19
C: 0.305 -5.951 -0.835  -0.09

---

Here is C31H32BrN4O6Pt as an isolated structure at a distorted geometry from the Open Molecules 2025 dataset. Energies are from ωB97M-V/def2-TZVPD.

Properties
Multiplicity: 5
Charge: +3
Expectation value of S²: 6.081
HOMO energy (alpha / beta): -16.0 / -15.6 eV
Relative energy (zero: lowest compared OMol25 entry of this formula, charge and spin): 50.8 kcal per mole

Last column: Mulliken spin population.
Cartesian coordinates (Å):
H: 13.829 6.540 13.137  0.00
H: 11.371 14.830 13.896  0.00
Pt: 11.321 13.212 11.044  0.16
C: 13.940 7.394 13.779  0.00
H: 8.742 13.334 13.590  0.00
H: 8.888 14.918 14.254  0.00
H: 6.009 18.804 9.971  0.00
C: 13.904 9.806 9.420  0.00
H: 8.174 13.687 5.648  0.01
H: 8.762 17.624 5.827  0.00
H: 10.759 13.534 14.915  0.00
C: 8.215 12.694 8.056  0.05
H: 7.682 13.615 7.914  0.01
H: 14.522 7.889 11.279  0.00
C: 8.683 12.359 9.290  0.06
H: 9.260 10.173 6.073  0.02
H: 8.840 12.280 4.832  0.00
H: 13.219 7.291 14.641  0.00
C: 8.146 17.837 6.711  0.04
C: 8.542 13.295 10.368  -0.01
H: 6.595 18.977 5.661  0.00
C: 13.161 11.012 11.508  -0.01
H: 10.671 9.181 5.437  0.01
N: 11.366 12.967 12.990  0.02
H: 12.491 9.518 14.589  0.00
C: 11.959 11.938 13.501  0.00
C: 11.509 9.066 6.175  -0.01
C: 9.685 10.314 8.243  0.01
H: 8.189 17.431 10.145  0.00
C: 8.512 17.405 8.006  0.20
H: 14.313 11.107 6.755  0.00
H: 14.058 9.360 7.007  0.00
O: 9.820 10.699 10.566  0.29
C: 13.581 10.353 7.092  -0.01
H: 11.811 11.822 14.575  0.00
H: 7.567 13.697 10.582  0.01
C: 8.114 12.578 5.576  -0.01
O: 9.734 15.595 7.136  0.05
C: 6.288 19.041 7.788  0.25
H: 12.385 10.839 5.341  0.00
C: 13.604 8.648 13.029  0.00
O: 12.657 13.051 8.406  0.99
Br: 4.664 19.973 7.703  0.18
C: 10.362 9.068 8.390  -0.02
O: 11.462 13.272 8.952  0.75
C: 9.110 14.836 12.115  -0.01
C: 9.177 10.773 6.996  0.11
H: 14.635 9.025 9.104  0.00
O: 10.391 16.582 9.195  0.10
H: 13.055 11.541 8.793  0.04
H: 11.206 7.469 7.470  -0.01
C: 12.688 10.884 12.867  0.00
H: 12.202 8.349 5.684  0.00
O: 13.095 12.164 10.858  0.00
N: 11.018 8.464 7.394  0.11
C: 8.506 11.970 6.905  0.14
C: 10.747 13.945 13.904  0.00
C: 12.233 10.434 6.343  0.02
H: 10.355 8.626 9.415  0.00
C: 13.677 9.845 10.873  0.00
H: 14.947 7.459 14.174  0.00
C: 7.828 17.813 9.174  0.04
C: 9.452 11.103 9.450  0.12
H: 11.611 11.196 6.844  0.00
N: 9.483 13.820 11.102  0.07
C: 12.885 9.694 13.564  0.00
H: 9.670 15.772 11.951  0.00
H: 8.046 15.075 11.949  0.00
C: 6.642 18.583 9.082  0.05
H: 7.094 12.294 5.266  0.03
C: 9.694 16.404 8.125  0.05
C: 9.315 14.274 13.506  0.01
C: 6.993 18.676 6.603  0.05
N: 13.414 10.615 8.515  0.01
C: 14.007 8.751 11.680  0.00

---

Here is C31H32Cl2MnN5O2PS2 as an isolated structure at a distorted geometry from the Open Molecules 2025 dataset. Energies are from ωB97M-V/def2-TZVPD.

Properties
Multiplicity: 2
Charge: +2
Expectation value of S²: 0.900
HOMO energy (alpha / beta): -12.7 / -12.8 eV

Last column: Mulliken spin population.
Cartesian coordinates (Å):
C: 0.734 -3.993 2.819  0.00
C: 0.070 3.799 -2.492  0.01
N: -0.546 4.883 -2.968  0.00
S: 4.282 1.921 -0.676  0.00
H: 5.538 2.571 -2.566  0.00
H: 5.097 0.105 0.509  0.00
H: 6.029 1.557 0.941  0.00
C: 6.636 0.608 -0.966  0.00
Mn: 1.268 1.273 -1.411  1.02
C: -2.448 1.730 2.524  0.01
C: -3.783 -1.931 3.017  0.01
H: 7.364 1.411 -1.087  0.00
N: -1.833 4.636 -3.320  0.00
H: -1.244 0.623 -0.634  -0.01
C: -0.045 -3.076 2.137  0.01
H: -3.555 2.077 -2.359  0.00
H: -1.262 -4.026 -3.951  0.00
C: -0.794 -1.605 -1.636  -0.11
H: 7.183 -0.290 -0.683  0.00
C: -0.038 1.426 2.587  0.01
H: -0.879 4.617 3.317  0.00
C: 4.960 1.673 -2.334  0.01
O: 3.092 0.956 -0.572  -0.01
C: -1.317 -2.533 -2.549  0.06
Cl: -0.756 -0.682 -0.492  -0.06
C: -5.880 -2.076 1.855  0.00
H: -0.153 5.800 -3.101  0.00
H: 0.828 0.790 2.460  0.00
C: -3.220 -1.316 1.903  0.00
H: -4.067 3.313 -3.519  0.00
P: -1.511 -0.789 1.907  0.16
C: -0.093 -1.656 4.111  0.01
N: 1.560 -0.321 -2.604  -0.02
C: -0.459 -1.911 2.787  0.01
H: 6.485 0.354 -3.131  0.00
C: -2.020 3.379 -3.049  0.00
C: -5.319 -1.471 0.735  0.00
C: 1.823 -2.735 -3.457  -0.05
C: 0.681 -2.588 4.784  0.00
H: 1.060 -4.899 2.327  0.00
O: 0.606 -0.199 -0.009  0.01
H: -3.561 -0.608 -0.117  0.00
H: -5.923 -1.300 -0.145  0.00
C: -3.272 2.618 -3.264  0.00
H: 4.108 1.619 -3.012  0.00
H: -3.148 3.703 2.967  0.00
N: -0.566 1.561 -2.085  0.00
C: 0.112 2.758 2.922  -0.01
H: -3.179 -2.120 3.896  0.00
C: 5.841 0.434 -2.256  0.00
H: -3.444 1.327 2.387  0.00
C: -5.118 -2.304 2.990  0.00
H: -0.408 -0.746 4.605  0.00
H: -6.920 -2.375 1.841  0.00
C: 5.620 0.978 0.116  0.00
H: 0.962 -2.410 5.813  0.00
S: 1.648 3.501 -1.925  -0.01
H: -0.339 -3.266 1.111  0.00
C: -0.635 -3.360 -3.369  -0.10
H: -5.563 -2.777 3.854  0.00
C: -1.325 0.905 2.399  0.01
H: 1.696 -4.470 4.673  0.00
H: 5.221 -0.464 -2.210  0.00
H: -1.283 0.946 -2.459  0.00
C: -1.007 3.575 3.054  0.02
C: 0.775 -3.560 -3.619  0.02
C: 1.705 -1.385 -3.003  0.00
H: -3.161 1.904 -4.082  0.00
H: 1.101 3.167 3.077  0.00
H: -2.400 -2.589 -2.609  0.00
N: -0.866 2.835 -2.535  0.00
C: -2.283 3.065 2.855  -0.01
Cl: 3.422 -3.211 -3.856  -0.01
H: 1.016 -4.521 -4.060  0.00
C: 1.092 -3.748 4.139  0.01
C: -3.990 -1.089 0.754  0.01

---

Here is C31H32CuFN2O3Te as an isolated structure from the Open Molecules 2025 dataset. Energies are from ωB97M-V/def2-TZVPD.

Properties
Multiplicity: 2
Charge: +1
Expectation value of S²: 0.757
HOMO energy (alpha / beta): -10.2 / -10.2 eV
Relative energy (zero: lowest compared OMol25 entry of this formula, charge and spin): 1.6 kcal per mole

Last column: Mulliken spin population.
Cartesian coordinates (Å):
H: 5.462 0.814 2.850  0.00
H: 2.471 1.639 2.749  0.00
H: -2.434 -1.967 -0.858  0.00
H: -3.163 -6.326 2.963  0.00
H: 3.319 5.825 -1.426  0.00
C: -2.516 4.712 -4.842  0.00
H: -2.265 -4.702 4.552  0.00
C: -2.496 0.977 -4.239  0.02
C: -3.161 -3.878 -0.228  0.00
C: 1.290 2.718 -0.225  0.17
C: 1.377 5.048 -0.924  0.01
H: 0.100 -4.267 4.779  0.00
C: -0.241 -4.719 3.847  0.00
H: 5.427 0.108 1.218  0.00
C: 2.755 4.972 -1.073  -0.01
H: 1.092 -2.528 3.756  0.00
H: 4.052 -0.143 2.332  0.00
C: -2.306 3.473 -4.241  0.00
O: 1.026 0.795 1.893  0.05
C: -1.465 -2.672 0.926  0.00
H: -3.394 0.364 -4.221  0.00
C: -3.172 4.799 -6.057  0.00
H: -2.165 5.609 -4.345  0.00
O: 2.358 -0.652 2.913  0.01
C: 3.404 3.793 -0.743  0.01
H: 0.988 -6.487 4.006  0.00
C: -3.413 2.410 -6.094  0.00
H: 4.180 1.146 -0.504  0.00
H: 0.858 5.973 -1.141  0.00
H: -1.419 -6.228 4.804  0.00
Te: -1.879 1.363 -2.203  0.07
C: -2.216 -4.836 1.765  0.00
H: -0.412 4.017 -0.389  0.01
H: 1.791 -5.122 3.224  0.00
C: 3.426 1.484 0.209  0.04
C: -3.100 -4.903 0.713  0.00
H: -3.338 5.767 -6.512  0.00
H: 3.853 2.547 3.435  0.00
H: 2.749 0.663 0.436  -0.02
C: 3.264 2.356 2.541  0.00
C: 2.680 2.690 -0.288  -0.08
H: -1.715 0.427 -4.762  0.00
C: -0.631 -1.485 1.037  0.00
C: 0.844 -5.653 3.319  0.00
C: -2.373 -2.769 -0.137  0.01
Cu: 0.232 1.101 0.181  0.71
H: 0.580 -6.049 2.339  0.00
N: 4.154 1.777 1.495  0.00
C: -1.373 -3.709 1.868  0.00
H: -1.561 -6.766 2.414  0.00
C: 0.312 -1.482 2.093  0.00
N: -0.443 -3.606 2.894  0.00
H: -3.769 -5.748 0.609  0.00
C: 4.826 0.553 2.007  0.00
C: -2.161 -5.935 2.793  0.00
H: 4.484 3.726 -0.851  0.00
H: -0.529 3.562 -3.027  0.00
C: -3.624 3.645 -6.683  0.00
H: 2.825 3.279 2.173  0.00
H: -4.148 3.708 -7.627  0.00
F: -4.033 -3.993 -1.238  0.00
C: -1.571 -5.414 4.097  0.00
H: -3.768 1.511 -6.583  0.00
C: 1.317 -0.387 2.318  0.02
O: -0.778 -0.560 0.182  0.05
C: 0.359 -2.546 2.959  0.00
C: -2.749 2.318 -4.873  0.00
C: 0.662 3.931 -0.509  -0.08
H: 4.863 2.477 1.274  0.00
H: -2.001 4.083 -2.201  0.00
C: -1.596 3.373 -2.919  0.00

---

Here is C31H32N2O2OsS2Te as an isolated structure at a distorted geometry from the Open Molecules 2025 dataset. Energies are from ωB97M-V/def2-TZVPD.

Properties
Multiplicity: 1
Charge: +2
HOMO energy: -13.3 eV
Relative energy (zero: lowest compared OMol25 entry of this formula, charge and spin): 39.2 kcal per mole

Last column: Löwdin charge in e.
Cartesian coordinates (Å):
C: 1.142 -2.972 -1.530  -0.15
H: 3.136 2.368 -6.372  0.12
H: 0.572 -4.019 3.411  0.08
S: -0.619 1.673 -2.337  0.65
C: 1.758 -1.880 0.933  -0.08
C: 1.007 6.380 1.891  -0.13
C: -0.312 -3.971 2.781  -0.02
H: 0.486 -2.704 4.829  0.08
H: 0.936 0.872 4.003  0.09
H: -2.988 -1.333 -0.809  0.08
C: 2.404 2.218 -5.590  -0.03
Os: -0.241 0.366 0.616  1.08
C: -3.188 -0.794 0.115  -0.03
H: 3.788 1.200 -4.297  0.12
O: -0.340 2.799 -1.327  -0.61
O: -1.937 1.783 -2.866  -0.22
C: -0.277 -1.474 3.230  -0.16
C: 0.655 -1.731 -1.112  -0.17
H: 1.601 -1.444 4.289  0.11
Te: 1.096 2.530 0.181  1.55
C: -0.712 -2.538 2.471  -0.18
C: -0.610 -0.099 2.873  -0.29
C: 2.369 -3.094 0.543  -0.01
H: 2.438 -4.611 -0.949  0.14
C: 0.550 1.838 -3.612  -0.31
C: 2.022 -3.657 -0.648  0.04
C: -0.143 6.068 2.571  -0.35
H: 1.490 7.344 1.948  0.13
H: -0.276 1.974 3.414  0.01
H: 0.825 3.169 -6.690  0.12
H: -2.250 1.970 1.021  0.09
H: -0.865 2.817 -4.899  0.13
H: 2.341 5.339 0.477  0.11
C: -0.134 0.983 3.826  -0.06
C: -0.066 -0.907 -2.006  -0.26
C: 0.546 -1.686 4.464  -0.01
H: 3.074 -3.567 1.211  0.13
N: 0.907 -1.248 0.162  -0.06
C: 1.105 2.671 -5.772  -0.03
C: -2.000 -3.366 0.456  0.02
H: -0.704 6.711 3.233  0.09
H: -1.533 -3.239 -0.528  0.10
S: -0.655 4.478 2.297  1.02
C: -2.475 1.403 1.948  -0.02
H: -4.132 -1.169 0.520  0.11
C: 2.777 1.563 -4.418  -0.04
H: 1.154 -4.419 -3.136  0.13
H: -1.113 -4.511 3.289  0.11
C: 0.794 -3.450 -2.814  0.00
H: -0.636 0.946 4.796  0.11
H: -0.249 -3.036 -4.624  0.12
H: -0.070 -4.520 1.873  0.07
C: 0.660 4.186 1.228  -0.92
C: 0.022 -2.673 -3.642  -0.02
H: 0.207 -1.023 5.259  0.09
H: -3.076 -3.320 0.300  0.10
C: 0.157 2.482 -4.779  -0.03
H: -2.271 2.038 2.801  0.07
H: -0.956 -0.764 -3.937  0.13
C: -0.391 -1.382 -3.248  0.01
H: 2.119 0.831 -2.511  0.10
C: 1.465 5.304 1.111  -0.21
C: 1.849 1.364 -3.413  -0.07
H: 1.973 -1.436 1.892  0.12
N: -0.260 0.392 -1.467  -0.33
C: -2.066 -0.969 1.112  -0.28
H: -3.545 1.197 1.913  0.12
H: -3.332 0.251 -0.154  0.08
C: -1.549 -2.262 1.370  -0.14
C: -1.702 0.115 2.008  -0.43
H: -1.751 -4.354 0.824  0.08